The following is a DFT calculation (ωB97M-V/def2-TZVPD) of the molecule C7H13N3O4 in a non-equilibrium geometry.

Positions of all 27 atoms, in Å:
C 2.818 1.552 -0.320
C 2.018 0.201 -0.500
N 2.846 -0.785 -1.152
C 0.896 0.613 -1.423
O 1.216 0.698 -2.584
N -0.450 0.629 -1.165
C -0.905 -0.280 -0.220
C -1.817 0.568 0.715
C -2.191 -0.380 1.835
N -2.035 0.238 2.994
O -2.533 -1.528 1.756
C -1.511 -1.498 -1.015
O -1.288 -1.472 -2.232
O -2.522 -2.247 -0.667
H 3.821 1.429 0.255
H 2.171 2.320 0.240
H 2.996 1.927 -1.309
H 1.663 -0.194 0.445
H 2.835 -1.167 -2.055
H 3.407 -1.322 -0.518
H -0.888 0.503 -2.145
H -0.208 -0.766 0.489
H -2.796 0.949 0.341
H -1.135 1.286 1.022
H -1.553 1.126 3.077
H -2.297 -0.295 3.771
H -2.559 -2.105 0.364

The calculation puts the HOMO energy at -8.79 eV. The gap between HOMO and LUMO comes out at 8.96 eV. The energy above the lowest of the compared OMol25 structures with the same formula, charge and spin is 269.3 kJ/mol. As for the electronic energy: -20129.3492 eV. As for the structure (SMILES): C[C@H](N)C(=O)N[C@@H](CC(N)=O)C(=O)O. The LUMO energy comes out at 0.16 eV.

Löwdin atomic charge list, values in e, 5 entries: number 1, C, carries -0.05; number 2, C, carries -0.36; number 3, N, carries 0.06; number 4, C, carries -0.46; number 5, O, carries 0.08

The following is a DFT calculation (ωB97M-V/def2-TZVPD) of a structure of composition C2H2O4S3 in a non-equilibrium geometry.

Positions of all 11 atoms, in Å:
C -1.896 0.206 -1.143
C 0.568 -1.341 0.656
O -1.692 0.447 0.350
O 0.545 0.799 -0.961
O 1.154 1.166 1.471
O 2.790 0.145 -0.013
S 0.569 -2.449 -0.434
S -0.872 1.481 -0.586
S 1.425 0.284 0.407
H -2.859 0.801 -1.444
H 0.268 -1.539 1.696

The calculation puts the HOMO energy at -9.20 eV. The gap between HOMO and LUMO comes out at 7.65 eV. The energy above the lowest of the compared OMol25 structures with the same formula, charge and spin is 48.0 kJ/mol. As for the electronic energy: -42795.3927 eV. The LUMO energy comes out at -1.55 eV.

Löwdin atomic charge list, values in e, 5 entries: number 1, C, carries -0.28; number 2, C, carries -0.75; number 3, O, carries -0.43; number 4, O, carries -0.54; number 5, O, carries -0.28

The following is a DFT calculation (ωB97M-V/def2-TZVPD) of a cluster of 2 separate species, C3H3Cl3 in total in a non-equilibrium geometry.

Positions of all 9 atoms, in Å:
C -0.998 1.301 0.297
C -0.412 2.436 0.157
C 0.737 -0.958 -0.536
Cl -1.230 4.008 0.388
Cl 1.239 2.656 -0.274
Cl -0.182 -1.823 -1.617
H -1.969 0.956 0.553
H 0.700 -1.222 0.506
H 1.379 -0.182 -0.912

The calculation puts the HOMO energy (alpha / beta) at -9.91 / -8.50 eV. The gap between HOMO and LUMO (alpha / beta) comes out at 9.78 / 7.24 eV. The energy above the lowest of the compared OMol25 structures with the same formula, charge and spin is 405.6 kJ/mol. As for the electronic energy: -40722.1046 eV. The LUMO energy (alpha / beta) comes out at -0.12 / -1.26 eV.

Löwdin atomic charge list, values in e, 5 entries: number 1, C, carries 0.01; number 2, C, carries -1.23; number 3, C, carries -0.54; number 4, Cl, carries 0.54; number 5, Cl, carries 0.61

The following is a DFT calculation (ωB97M-V/def2-TZVPD) of a cluster of 10 separate species, C34H95N7O10 in total in a non-equilibrium geometry.

Positions of all 146 atoms, in Å:
C 7.479 0.946 -0.966
O 7.041 1.501 -2.196
C 6.228 0.616 -2.983
C 5.664 1.254 -4.247
C 4.735 2.480 -4.022
N 4.837 0.312 -4.929
H 8.278 0.211 -1.062
H 6.751 0.530 -0.270
H 8.003 1.686 -0.361
H 6.854 -0.234 -3.253
H 5.426 0.235 -2.351
H 6.496 1.535 -4.894
H 5.258 3.281 -3.500
H 3.912 2.275 -3.336
H 4.282 2.965 -4.887
H 5.328 -0.544 -5.146
H 4.051 0.102 -4.331
C -0.253 6.430 -7.097
O -0.602 7.361 -6.094
C -0.722 6.750 -4.817
C -2.145 6.371 -4.497
C -3.105 7.625 -4.305
N -2.249 5.445 -3.380
H 0.120 7.015 -7.937
H -1.178 5.981 -7.458
H 0.535 5.743 -6.788
H -0.101 5.854 -4.819
H -0.325 7.439 -4.071
H -2.488 5.837 -5.383
H -3.315 8.162 -5.230
H -2.601 8.362 -3.680
H -4.051 7.383 -3.820
H -1.816 4.565 -3.623
H -3.206 5.163 -3.225
C -4.969 -1.794 -7.291
O -3.613 -1.869 -7.756
C -2.563 -1.110 -7.146
C -2.989 0.369 -6.698
C -3.355 1.189 -7.904
N -1.877 1.075 -6.119
H -5.665 -2.485 -7.768
H -5.339 -0.780 -7.443
H -4.951 -2.063 -6.235
H -2.213 -1.659 -6.272
H -1.765 -1.097 -7.888
H -3.843 0.356 -6.020
H -2.535 1.299 -8.614
H -3.750 2.174 -7.655
H -4.203 0.729 -8.411
H -1.160 1.189 -6.820
H -1.481 0.669 -5.283
C 8.107 -7.203 9.464
O 6.862 -6.816 8.950
C 6.685 -5.428 8.810
C 5.302 -5.093 8.268
C 4.869 -5.673 6.893
N 5.181 -3.637 8.093
H 8.057 -8.186 9.933
H 8.561 -6.544 10.203
H 8.808 -7.333 8.640
H 6.793 -5.012 9.812
H 7.413 -4.954 8.151
H 4.492 -5.444 8.907
H 3.944 -5.200 6.564
H 4.876 -6.761 6.823
H 5.658 -5.370 6.204
H 4.211 -3.360 8.068
H 5.456 -3.262 8.990
C -3.761 -3.703 3.400
O -4.395 -2.693 4.193
C -3.909 -2.756 5.568
C -4.371 -1.497 6.328
C -3.723 -0.187 5.792
N -3.935 -1.532 7.671
H -4.194 -3.705 2.400
H -3.935 -4.720 3.750
H -2.685 -3.622 3.240
H -4.162 -3.661 6.121
H -2.823 -2.687 5.640
H -5.445 -1.679 6.286
H -2.640 -0.284 5.865
H -3.989 0.694 6.377
H -3.906 0.021 4.738
H -4.291 -0.753 8.205
H -4.296 -2.346 8.148
C 2.263 -0.986 2.329
O 1.696 -0.707 1.082
C 0.298 -0.914 0.947
C -0.217 -0.153 -0.287
C -1.688 -0.293 -0.532
N 0.508 -0.604 -1.475
H 3.346 -0.867 2.307
H 2.098 -1.992 2.715
H 1.901 -0.235 3.030
H 0.173 -1.985 0.788
H -0.207 -0.686 1.886
H -0.005 0.913 -0.207
H -2.278 -0.218 0.381
H -1.979 -1.258 -0.945
H -2.041 0.548 -1.130
H 1.468 -0.518 -1.173
H 0.457 -1.612 -1.457
C -9.291 1.848 -3.319
O -9.462 2.894 -2.447
C -9.018 2.547 -1.137
C -7.542 2.526 -0.946
C -7.228 2.359 0.540
N -6.888 3.702 -1.453
H -9.946 1.014 -3.067
H -8.273 1.505 -3.506
H -9.613 2.234 -4.286
H -9.472 3.358 -0.568
H -9.490 1.626 -0.795
H -7.007 1.682 -1.382
H -7.550 1.406 0.960
H -7.832 3.122 1.031
H -6.182 2.439 0.834
H -7.037 4.424 -0.763
H -7.539 3.969 -2.177
C -0.475 -7.271 -2.662
C -0.240 -5.934 -3.293
O 0.533 -5.147 -2.436
H -1.109 -7.920 -3.266
H -0.927 -7.146 -1.678
H 0.465 -7.806 -2.525
H -1.213 -5.461 -3.425
H 0.380 -6.049 -4.182
H 1.383 -5.587 -2.510
C -0.354 4.196 3.168
C -1.562 4.542 2.340
O -1.163 5.555 1.402
H -0.265 4.862 4.026
H 0.583 4.283 2.618
H -0.477 3.171 3.519
H -2.393 4.825 2.986
H -1.899 3.677 1.768
H -1.525 5.305 0.549
C 10.645 -0.567 4.344
C 9.486 -1.520 4.601
O 8.581 -0.833 5.402
H 11.461 -1.072 3.828
H 11.022 -0.125 5.266
H 10.242 0.218 3.704
H 9.782 -2.389 5.190
H 9.110 -1.926 3.662
H 7.843 -1.409 5.612

The calculation puts the HOMO energy at -8.89 eV. The gap between HOMO and LUMO comes out at 9.14 eV. The energy above the lowest of the compared OMol25 structures with the same formula, charge and spin is 457.3 kJ/mol. As for the electronic energy: -67696.6268 eV. As for the structure (SMILES): COC[C@H](C)N.COC[C@H](C)N.COC[C@H](C)N.COC[C@H](C)N.COC[C@H](C)N.COC[C@H](C)N.COC[C@H](C)N.CCO.CCO.CCO. The LUMO energy comes out at 0.25 eV.

Löwdin atomic charge list, values in e, 5 entries: number 1, C, carries -0.13; number 2, O, carries -0.18; number 3, C, carries -0.20; number 4, C, carries -0.44; number 5, C, carries -0.06

The following is a DFT calculation (ωB97M-V/def2-TZVPD) of a structure of composition C27H26BrN6O2PSTc in a non-equilibrium geometry.

Positions of all 65 atoms, in Å:
Tc 0.081 -0.595 -0.642
Br 4.412 -4.616 3.933
C 3.063 -3.715 2.966
C 1.713 -3.987 3.241
C 0.722 -3.343 2.548
C 1.023 -2.396 1.549
O 0.027 -1.827 0.917
C 2.387 -2.113 1.287
C 2.838 -1.153 0.337
N 2.101 -0.355 -0.371
C 2.706 0.585 -1.259
C 3.996 1.036 -1.201
C 4.476 1.947 -2.166
C 3.667 2.411 -3.163
C 2.315 2.002 -3.221
C 1.393 2.468 -4.190
C 0.100 2.036 -4.154
C -0.296 1.138 -3.148
N 0.532 0.695 -2.227
C 1.843 1.100 -2.256
C 3.392 -2.805 2.008
H 1.461 -4.713 4.003
H -0.322 -3.550 2.743
H 3.916 -1.093 0.207
H 4.661 0.715 -0.411
H 5.503 2.280 -2.103
H 4.042 3.104 -3.905
H 1.728 3.163 -4.950
H -0.628 2.368 -4.880
H -1.312 0.764 -3.098
H 4.433 -2.595 1.797
O -1.923 -1.106 -0.922
N -2.095 -2.439 -1.079
C -3.267 -2.939 -0.645
C -3.551 -4.269 -0.773
C -2.602 -5.100 -1.370
C -1.415 -4.565 -1.812
C -1.137 -3.202 -1.656
S 0.347 -2.470 -2.168
H -3.932 -2.212 -0.205
H -4.496 -4.648 -0.413
H -2.792 -6.160 -1.475
H -0.655 -5.174 -2.278
C -2.060 4.056 1.023
N -0.890 3.711 1.831
C -1.350 3.096 3.078
N -2.211 1.931 2.875
C -3.342 2.322 2.032
N -2.945 2.922 0.755
C -2.305 1.946 -0.118
P -0.768 1.241 0.652
C 0.039 2.846 1.110
C -1.472 0.809 2.308
H -1.729 4.484 0.075
H -2.629 4.813 1.563
H -1.919 3.845 3.630
H -0.487 2.806 3.678
H -3.935 3.053 2.580
H -3.962 1.446 1.836
H -2.033 2.425 -1.063
H -2.983 1.121 -0.341
H 0.387 3.346 0.203
H 0.914 2.647 1.733
H -0.657 0.524 2.976
H -2.119 -0.062 2.190

The calculation puts the HOMO energy (alpha / beta) at -10.23 / -10.42 eV. The net charge is +1. The gap between HOMO and LUMO (alpha / beta) comes out at 6.65 / 6.74 eV. Its spin multiplicity is 3. The energy above the lowest of the compared OMol25 structures with the same formula, charge and spin is 16.4 kJ/mol. As for the electronic energy: -133817.7922 eV. The LUMO energy (alpha / beta) comes out at -3.58 / -3.68 eV.

Löwdin atomic charge list, values in e, 5 entries: number 1, Tc, carries 1.13; number 2, Br, carries 0.76; number 3, C, carries -0.69; number 4, C, carries -0.09; number 5, C, carries 0.00